i:
{
  "formula": "C3H5N3",
  "method": "ωB97M-V with the def2-TZVPD basis set",
  "lumo_ha": 0.03374,
  "elements": ["C", "C", "C", "N", "N", "N", "H", "H", "H", "H", "H"],
  "positions_angstrom": [[2.016, 0.695, 0.000], [-0.079, 0.021, 0.012], [-1.566, -0.028, 0.008], [0.557, 1.181, 0.006], [0.685, -1.075, 0.007], [1.938, -0.617, 0.003], [2.857, 1.345, 0.008], [-1.940, 0.339, -0.948], [-1.919, -1.043, 0.159], [-1.960, 0.619, 0.789], [2.702, -1.281, -0.011]],
  "mulliken_charge": [-0.15, 0.61, -0.84, -0.57, -0.75, 0.28, 0.42, 0.23, 0.29, 0.26, 0.23]
}

ii:
{
  "formula": "C3H5N3",
  "method": "ωB97M-V with the def2-TZVPD basis set",
  "lumo_ha": 0.02803,
  "elements": ["C", "C", "C", "H", "H", "H", "H", "H", "N", "N", "N"],
  "positions_angstrom": [[-0.783, -0.174, 0.135], [0.149, 1.085, 0.162], [1.382, -0.639, -0.119], [-2.569, 0.729, -0.261], [-0.243, 1.700, -0.653], [0.173, 1.616, 1.217], [2.268, -1.322, -0.163], [0.028, -2.221, -0.281], [-2.066, -0.220, -0.160], [1.505, 0.624, -0.171], [0.155, -1.179, 0.293]],
  "mulliken_charge": [0.50, -0.36, -0.08, 0.24, 0.33, 0.24, 0.32, 0.35, -0.74, -0.47, -0.32]
}

Name the most stable of them. i.

i:
{
  "formula": "C3H5N3",
  "method": "ωB97M-V with the def2-TZVPD basis set",
  "lumo_ha": [0.04250, 0.04250],
  "elements": ["N", "C", "N", "N", "C", "C", "H", "H", "H", "H", "H"],
  "positions_angstrom": [[0.640, -1.896, 0.136], [0.007, -0.741, -0.133], [1.032, 0.380, -1.074], [0.441, 1.445, -0.572], [-0.551, 1.244, 0.307], [-1.102, -0.062, 0.308], [0.478, -2.572, 0.873], [1.517, -1.923, -0.351], [0.461, 2.382, -0.978], [-0.748, 2.026, 1.009], [-2.175, -0.281, 0.475]],
  "mulliken_charge": [-0.47, 0.38, -0.71, 0.23, -0.44, -0.50, 0.22, 0.26, 0.26, 0.40, 0.35]
}

ii:
{
  "formula": "C3H5N3",
  "method": "ωB97M-V with the def2-TZVPD basis set",
  "lumo_ha": 0.03174,
  "elements": ["N", "C", "C", "C", "N", "N", "H", "H", "H", "H", "H"],
  "positions_angstrom": [[-1.816, -0.083, 0.309], [-0.456, 0.094, -0.008], [0.437, -0.954, -0.182], [1.703, -0.320, 0.044], [1.583, 0.983, 0.211], [0.255, 1.233, 0.118], [-1.836, -0.920, 0.887], [-2.493, -0.195, -0.439], [-0.001, -1.250, -1.150], [2.673, -0.767, 0.253], [-0.048, 2.180, -0.043]],
  "mulliken_charge": [-0.63, 0.26, -0.44, -0.18, -0.66, 0.27, 0.29, 0.25, 0.17, 0.40, 0.27]
}

iii:
{
  "formula": "C3H5N3",
  "method": "ωB97M-V with the def2-TZVPD basis set",
  "lumo_ha": 0.03242,
  "elements": ["C", "C", "C", "N", "N", "N", "H", "H", "H", "H", "H"],
  "positions_angstrom": [[2.073, -0.180, 0.315], [-0.232, -1.196, 0.115], [0.623, 0.218, 0.384], [3.164, -0.455, -0.002], [-1.338, -1.061, -0.458], [0.484, 1.270, -0.675], [0.037, -2.215, 0.551], [0.506, 0.415, 1.454], [-1.903, -1.888, -0.595], [0.932, 0.989, -1.530], [-0.465, 1.669, -0.849]],
  "mulliken_charge": [0.11, -0.26, 0.30, -0.43, -0.48, -0.60, 0.34, 0.26, 0.26, 0.24, 0.25]
}

iv:
{
  "formula": "C3H5N3",
  "method": "ωB97M-V with the def2-TZVPD basis set",
  "lumo_ha": 0.03439,
  "elements": ["N", "C", "C", "N", "C", "N", "H", "H", "H", "H", "H"],
  "positions_angstrom": [[-0.542, -1.877, -0.470], [-0.300, -0.656, -0.205], [0.321, -0.049, 1.050], [0.756, 1.321, 0.737], [0.316, 1.530, -0.439], [-0.535, 0.408, -1.031], [-0.237, -2.443, 0.321], [-0.410, -0.007, 1.864], [1.177, -0.634, 1.391], [0.271, 2.253, -1.219], [-0.817, 0.154, -1.999]],
  "mulliken_charge": [-0.76, 0.47, -0.33, -0.52, -0.01, -0.27, 0.22, 0.26, 0.32, 0.34, 0.29]
}

Name the most stable of them. iv.

i:
{
  "formula": "C3H5N3",
  "method": "ωB97M-V with the def2-TZVPD basis set",
  "lumo_ha": 0.04153,
  "elements": ["C", "C", "N", "N", "N", "C", "H", "H", "H", "H", "H"],
  "positions_angstrom": [[-1.625, -0.282, -0.207], [-0.351, 0.454, -0.236], [1.116, -1.189, 1.285], [1.683, -0.690, 0.370], [1.018, 0.190, -0.716], [0.486, 1.414, -0.104], [-1.767, -0.710, 0.789], [-2.462, 0.377, -0.445], [-1.603, -1.099, -0.933], [2.664, -0.830, 0.066], [0.837, 2.412, 0.107]],
  "mulliken_charge": [-1.05, 0.49, -0.54, 0.26, -0.50, -0.20, 0.29, 0.31, 0.32, 0.28, 0.37]
}

ii:
{
  "formula": "C3H5N3",
  "method": "ωB97M-V with the def2-TZVPD basis set",
  "lumo_ha": 0.03280,
  "elements": ["N", "C", "N", "N", "C", "C", "H", "H", "H", "H", "H"],
  "positions_angstrom": [[-1.996, -0.223, 0.116], [-0.614, -0.140, 0.066], [0.186, -1.206, 0.007], [1.399, -0.628, -0.180], [1.388, 0.700, -0.151], [0.056, 1.141, 0.124], [-2.408, 0.599, -0.315], [-2.314, -1.068, -0.333], [2.212, -1.232, -0.190], [2.306, 1.247, -0.376], [-0.216, 0.810, 1.232]],
  "mulliken_charge": [-0.53, 0.66, -0.81, 0.29, -0.20, -0.80, 0.27, 0.29, 0.24, 0.42, 0.17]
}

Name the most stable of them. ii.